1.
This record from the OMol25 dataset describes a molecular structure, C16H13BrN4O2ReS3SbSe4. The level of theory is the ωB97M-V functional and the def2-TZVPD basis.

Properties
Energy above the lowest of the compared OMol25 structures with the same formula, charge and spin (kJ/mol): 97.5
Spin multiplicity: 2
HOMO (alpha / beta) (eV): -4.8 / -4.8
Kohn-Sham gap (alpha / beta) (hartree): 0.2071 / 0.2120
Charge: -1
Largest force on an atom (eV Å⁻¹): 1.57

Cartesian coordinates (Å):
O1 -0.33 -2.67 -3.25
H1 0.05 -2.45 -2.36
H2 0.33 1.77 -3.93
C1 -0.03 0.83 -4.31
S1 -0.28 5.74 -1.62
S2 1.66 -3.23 0.26
Se1 5.34 2.51 3.00
H3 2.22 -2.98 3.88
H4 -0.40 1.89 3.45
C2 -0.94 -1.62 -5.24
C3 0.55 -0.12 -2.11
C4 0.09 -0.30 -3.50
N1 0.60 -1.14 -1.31
H5 -2.47 1.72 4.77
Se2 3.82 -1.01 4.45
N2 0.71 -0.75 0.03
H6 -0.66 1.63 -6.19
C5 1.13 -1.67 0.83
C6 -1.34 1.62 2.98
H7 3.45 -3.28 1.86
C7 -3.68 1.16 3.08
Br1 -2.26 0.89 -0.79
O2 0.82 1.10 -1.70
H8 -4.57 0.70 1.16
N3 -0.09 3.37 -0.15
C8 -3.68 0.95 1.71
C9 -2.48 1.10 1.07
C10 -2.50 1.52 3.71
Re1 0.27 1.36 0.23
H9 -1.50 -0.57 -7.01
Se3 1.76 1.80 1.88
S3 1.17 -1.39 2.53
Sb1 3.52 1.36 4.00
C11 1.62 -3.09 2.97
C12 -0.38 -1.54 -3.97
C13 -0.15 4.36 -0.78
C14 -0.58 0.74 -5.57
H10 2.45 -4.77 1.88
N4 -1.31 1.38 1.66
C15 -1.04 -0.49 -6.03
H11 -1.30 -2.58 -5.59
C16 2.43 -3.68 1.84
H12 0.71 -3.66 3.17
Se4 1.88 2.47 5.38
H13 -4.60 1.04 3.65

2.
This record from the OMol25 dataset describes a molecular structure, C6H11N5. The level of theory is the ωB97M-V functional and the def2-TZVPD basis.

Properties
Energy above the lowest of the compared OMol25 structures with the same formula, charge and spin (kJ/mol): 245.9
HOMO (eV): -8.7
Kohn-Sham gap (hartree): 0.3538
Charge: 0
Largest force on an atom (eV Å⁻¹): 4.77

Cartesian coordinates (Å):
C1 2.35 -0.69 -0.98
N1 -2.87 -0.54 0.18
C2 1.57 -0.02 0.22
H1 2.24 -0.09 -1.83
C3 -0.70 1.15 -1.28
N2 -0.30 0.36 2.38
H2 -1.21 0.48 4.15
N3 -1.28 0.69 -2.29
H3 -1.63 1.36 -3.00
H4 1.93 -1.62 -1.25
H5 3.48 -0.86 -0.82
C4 -1.37 0.41 3.09
N4 -2.55 0.07 2.45
H6 1.94 0.98 0.39
C5 -2.11 -0.10 1.19
H7 -0.05 -1.01 -0.57
H8 -2.78 -1.43 -0.29
N5 -0.78 0.10 1.12
C6 0.12 -0.04 -0.03
H9 -0.74 2.17 -0.86
H10 -3.89 -0.40 0.38
H11 1.77 -0.69 1.20

3.
This record from the OMol25 dataset describes 11 unconnected molecules or ions with the total composition C9H40O11. The level of theory is the ωB97M-V functional and the def2-TZVPD basis.

Properties
Energy above the lowest of the compared OMol25 structures with the same formula, charge and spin (kJ/mol): 632.3
HOMO (eV): -9.4
Kohn-Sham gap (hartree): 0.3454
Charge: 0
Largest force on an atom (eV Å⁻¹): 2.59

Cartesian coordinates (Å):
H1 3.81 0.11 1.73
C1 -0.39 -3.68 -1.07
H2 5.58 -0.78 3.32
H3 -0.18 3.82 -6.28
H4 1.22 3.31 4.54
H5 -4.16 -0.18 -1.68
H6 5.33 -1.57 2.04
H7 -1.41 3.92 -1.10
O1 -3.73 0.50 0.31
H8 1.67 4.76 -5.63
H9 2.20 1.69 3.31
H10 -0.22 2.23 4.75
C2 -0.97 -0.45 2.49
H11 1.51 -5.27 2.23
H12 -2.53 3.44 0.23
H13 1.85 -0.07 -0.22
H14 1.68 -4.61 3.87
C3 -3.61 -0.47 -0.78
H15 0.10 -0.02 4.00
H16 -4.02 -1.37 -0.34
O2 -2.92 2.54 -1.75
C4 3.32 2.00 1.18
C5 -2.41 3.58 -0.85
H17 -3.69 -4.10 -4.59
H18 -1.83 -2.36 -3.75
H19 -3.45 -3.48 -2.94
H20 -0.35 -1.23 2.04
H21 -3.76 1.35 -0.15
H22 0.65 -3.79 -1.38
C6 -3.54 -3.20 -3.99
H23 2.42 2.51 0.82
H24 -0.95 -4.60 -1.23
O3 1.02 0.02 -0.69
H25 3.97 2.02 0.30
C7 1.77 -4.39 2.81
H26 -2.03 -0.61 2.31
O4 -0.73 -0.49 3.91
H27 3.39 -3.76 3.54
H28 0.72 0.90 -0.47
O5 5.14 -0.73 2.47
O6 -2.39 -2.63 -4.48
H29 -0.63 0.52 2.11
H30 0.10 2.99 3.27
C8 1.17 4.14 -4.89
H31 3.69 2.48 2.08
H32 1.17 4.58 -3.89
O7 -0.84 -2.47 -1.68
O8 3.07 0.58 1.34
H33 -0.31 -3.58 0.01
O9 1.44 1.37 3.81
H34 -3.00 2.93 -2.62
O10 -0.13 4.14 -5.38
H35 -0.19 -1.83 -1.38
H36 -2.56 -0.59 -1.04
O11 3.09 -4.01 2.67
H37 -2.91 4.51 -1.14
H38 1.08 -3.57 2.61
C9 0.61 2.52 4.11
H39 -4.50 -2.68 -4.00
H40 1.57 3.13 -4.83

4.
This record from the OMol25 dataset describes a molecular structure, C17H15I2MgN4OS. The level of theory is the ωB97M-V functional and the def2-TZVPD basis.

Properties
HOMO (eV): -10.4
Kohn-Sham gap (hartree): 0.2458
Charge: +1
Largest force on an atom (eV Å⁻¹): 2.01

Cartesian coordinates (Å):
C1 -2.86 0.16 2.69
O1 0.07 1.36 -0.11
H1 -0.26 -2.18 -0.07
C2 1.65 -2.23 -0.73
C3 2.76 -1.24 -0.99
H2 5.53 -0.67 -2.82
I1 -5.64 0.05 -2.17
S1 1.42 1.04 3.00
H3 1.56 -2.92 -1.58
C4 3.60 0.85 -0.51
C5 -3.69 0.51 -1.48
H4 -4.30 2.28 -0.44
N1 2.70 -0.11 -0.30
H5 3.82 -2.43 -2.42
C6 -2.20 1.90 -0.25
C7 4.73 -0.50 -2.12
H6 5.31 1.51 -1.62
N2 -0.61 -0.24 2.01
C8 -0.18 0.65 2.94
N3 0.41 -1.52 -0.47
Mg1 1.00 0.10 0.72
N4 -1.09 1.20 3.81
C9 -2.64 -0.33 -1.81
I2 -1.80 3.55 1.00
H7 -0.72 1.84 4.50
C10 -2.41 1.00 3.67
H8 -3.91 -0.05 2.56
H9 1.91 -2.81 0.17
C11 -3.48 1.63 -0.69
C12 -1.11 1.08 -0.57
C13 3.78 -1.49 -1.90
H10 3.48 1.75 0.08
C14 -0.19 -0.96 -1.69
H11 -2.20 -1.17 1.11
C15 -1.36 -0.07 -1.35
H12 0.58 -0.34 -2.17
H13 -2.82 -1.19 -2.43
C16 -1.90 -0.46 1.87
H14 -3.07 1.50 4.36
H15 -0.50 -1.75 -2.38
C17 4.62 0.70 -1.44

Taking the records one at a time from the top gives E values of -14679.99479 -508.92048 -1194.32226 -2144.68849 Eh.